Entry 1:
This record from the OMol25 dataset describes a structure of composition C4H13BNO7Si2. The level of theory is ωB97M-V/def2-TZVPD.

```
! RIJCOSX wB97M-V def2-TZVPD def2/J DEFGRID3
* xyz -1 1
C 3.03 1.92 1.12
C 2.26 0.63 0.98
O 0.86 0.94 0.98
B -0.02 0.22 0.22
O 0.37 -1.01 -0.30
Si -1.91 0.89 -0.13
O -1.98 2.50 -0.66
Si -1.68 3.83 0.23
C -2.93 0.42 1.41
O -2.67 -0.79 1.63
O -3.69 1.21 2.00
H 3.08 2.25 2.16
H 4.04 1.83 0.71
H 2.51 2.70 0.56
H 2.45 -0.03 1.84
H 2.53 0.09 0.07
H -0.07 -1.72 0.18
H -2.43 0.09 -1.28
H -0.26 3.86 0.69
H -1.88 5.00 -0.66
H -2.57 3.98 1.40
C -0.42 -4.10 -2.23
N 0.83 -4.14 -1.42
O 0.75 -3.84 -0.25
O 1.86 -4.45 -2.00
H -1.23 -3.80 -1.58
H -0.26 -3.39 -3.03
H -0.57 -5.10 -2.63
*
```

Summary:
Kohn-Sham gap ... 6.192 eV
Highest occupied orbital energy ... -3.774 eV


Entry 2:
This record from the OMol25 dataset describes a structure of composition C23H56GeN2O6P2PtSSe. The level of theory is ωB97M-V/def2-TZVPD.

```
! RIJCOSX wB97M-V def2-TZVPD def2/J DEFGRID3
* xyz 4 5
Pt 9.78 -4.18 14.69
C 10.53 0.51 18.52
C 10.08 -0.61 17.64
C 9.53 -0.18 16.29
O 11.34 -1.38 17.35
P 11.35 -2.99 17.29
O 10.08 -3.60 16.74
C 12.73 -3.35 16.11
P 12.63 -4.92 15.29
O 11.58 -4.93 14.16
O 12.38 -6.08 16.30
C 13.30 -7.14 16.61
C 12.51 -8.39 16.18
C 13.46 -7.01 18.13
O 14.06 -5.21 14.71
C 14.25 -5.57 13.22
C 15.65 -6.07 13.17
C 14.06 -4.36 12.34
O 11.63 -3.58 18.71
C 11.95 -2.92 19.96
C 10.93 -3.47 20.97
C 13.24 -3.44 20.52
H 9.80 1.33 18.60
H 11.49 0.89 18.08
H 10.64 0.07 19.50
H 9.41 -1.27 18.15
H 10.04 0.72 15.96
H 8.50 0.08 16.42
H 9.56 -1.03 15.60
H 13.70 -3.20 16.54
H 12.69 -2.58 15.31
H 14.26 -6.97 16.11
H 11.97 -8.77 17.03
H 13.15 -9.19 15.88
H 11.78 -8.25 15.42
H 14.47 -7.33 18.39
H 12.69 -7.58 18.73
H 13.29 -5.96 18.44
H 13.52 -6.32 13.03
H 16.52 -5.38 13.42
H 15.88 -6.59 12.23
H 15.79 -6.81 13.97
H 14.88 -3.64 12.66
H 13.03 -3.95 12.41
H 14.18 -4.63 11.28
H 11.79 -1.84 19.88
H 11.01 -4.50 21.07
H 9.89 -3.31 20.70
H 11.11 -2.91 21.98
H 14.16 -3.34 19.88
H 13.05 -4.48 20.77
H 13.46 -2.91 21.47
C 8.07 -11.35 23.91
Ge 8.37 -10.46 22.15
C 9.96 -9.31 22.34
C 8.84 -11.49 20.58
C 6.69 -9.42 21.95
Se 7.11 -7.64 21.23
C 5.87 -7.49 19.76
H 7.35 -12.29 23.84
H 7.64 -10.64 24.62
H 8.98 -11.82 24.31
H 9.99 -8.92 23.36
H 9.89 -8.39 21.64
H 10.92 -9.80 22.12
H 8.08 -12.25 20.37
H 9.88 -11.85 20.71
H 8.75 -10.82 19.72
H 6.05 -9.31 22.79
H 6.23 -10.07 21.16
H 5.41 -8.49 19.56
H 6.29 -7.09 18.88
H 5.19 -6.68 20.09
C 7.04 -3.26 14.60
N 6.47 -4.29 13.75
C 5.29 -4.99 14.17
C 7.22 -4.83 12.71
S 8.99 -5.00 12.76
N 6.58 -5.19 11.62
C 7.11 -6.19 10.69
C 5.32 -4.52 11.24
H 6.33 -2.94 15.36
H 7.29 -2.42 14.00
H 8.09 -3.66 14.96
H 4.43 -4.26 14.15
H 5.42 -5.37 15.22
H 5.04 -5.88 13.54
H 7.82 -6.90 11.13
H 7.68 -5.70 9.87
H 6.22 -6.70 10.33
H 5.42 -3.50 11.60
H 4.41 -5.01 11.65
H 5.26 -4.53 10.17
*
```

Summary:
Kohn-Sham gap (alpha / beta) ... 6.342 / 2.426 eV
Energy relative to the best compared isomer or geometry (same formula, charge and spin) ... 34.1 kJ/mol
Highest occupied orbital energy (alpha / beta) ... -17.953 / -17.948 eV


Entry 3:
This record from the OMol25 dataset describes the molecule C5H6O2. The level of theory is ωB97M-V/def2-TZVPD.

```
! RIJCOSX wB97M-V def2-TZVPD def2/J DEFGRID3
* xyz 0 1
C 2.27 0.56 -0.67
C 1.12 0.51 -0.32
C -0.12 0.14 0.34
C -1.03 1.39 0.60
O -0.95 -0.72 -0.51
C -0.51 -1.97 -0.43
O 0.50 -2.29 0.16
H 3.27 0.61 -1.02
H 0.40 -0.78 0.91
H -0.49 2.21 1.09
H -1.95 1.20 1.16
H -1.35 1.82 -0.37
H -1.17 -2.69 -0.92
*
```

Summary:
Kohn-Sham gap ... 10.805 eV
SMILES ... C#C[C@@H](C)OC=O
Energy relative to the best compared isomer or geometry (same formula, charge and spin) ... 295.0 kJ/mol
Highest occupied orbital energy ... -9.847 eV


Entry 4:
This record from the OMol25 dataset describes a cluster of 2 separate species, C6H11N in total. The level of theory is ωB97M-V/def2-TZVPD.

```
! RIJCOSX wB97M-V def2-TZVPD def2/J DEFGRID3
* xyz 0 1
C -2.94 -0.56 -1.18
C -2.41 0.34 -0.08
C -1.61 -0.09 0.87
N -0.92 -0.50 1.79
H -2.75 -0.12 -2.17
H -2.48 -1.55 -1.14
H -4.03 -0.69 -1.09
H -2.71 1.38 -0.06
H 0.08 -0.43 1.58
C 1.18 0.23 -0.86
C 2.00 -0.37 0.00
C 3.06 0.32 0.81
H 1.23 1.31 -1.03
H 0.43 -0.32 -1.42
H 1.93 -1.45 0.13
H 2.91 0.16 1.88
H 4.06 -0.07 0.56
H 3.06 1.40 0.62
*
```

Summary:
Kohn-Sham gap ... 9.679 eV
SMILES ... CC=C=N.C=CC
Energy relative to the best compared isomer or geometry (same formula, charge and spin) ... 203.0 kJ/mol
Highest occupied orbital energy ... -8.651 eV


Entry 5:
This record from the OMol25 dataset describes a cluster of 2 separate species, C2H3O2P in total. The level of theory is ωB97M-V/def2-TZVPD.

```
! RIJCOSX wB97M-V def2-TZVPD def2/J DEFGRID3
* xyz 0 1
O 1.28 4.25 1.76
P 1.06 3.01 1.00
O 2.05 2.01 0.59
H -0.55 3.37 0.73
C -0.39 0.31 0.86
C 0.33 0.43 -0.13
H -1.03 0.48 1.81
H 1.10 0.57 -0.92
*
```

Summary:
Kohn-Sham gap ... 9.680 eV
SMILES ... O=[PH]=O.C#C
Energy relative to the best compared isomer or geometry (same formula, charge and spin) ... 303.9 kJ/mol
Highest occupied orbital energy ... -10.388 eV


Entry 6:
This record from the OMol25 dataset describes the molecule C6H14. The level of theory is ωB97M-V/def2-TZVPD.

```
! RIJCOSX wB97M-V def2-TZVPD def2/J DEFGRID3
* xyz 0 1
C 0.10 1.77 -1.86
C -0.14 1.40 -0.40
C 0.08 -0.09 -0.10
C 1.53 -0.43 0.17
C -0.87 -0.57 1.02
C -0.90 -2.09 1.16
H 1.16 1.73 -2.15
H -0.46 1.08 -2.48
H -0.26 2.77 -2.10
H -1.16 1.70 -0.14
H 0.50 2.00 0.27
H -0.25 -0.63 -1.00
H 1.65 -1.51 0.14
H 1.92 -0.09 1.13
H 2.18 -0.10 -0.65
H -0.47 -0.16 1.96
H -1.85 -0.17 0.81
H 0.07 -2.52 1.42
H -1.62 -2.39 1.92
H -1.22 -2.56 0.23
*
```

Summary:
Kohn-Sham gap ... 11.984 eV
SMILES ... CCC(C)CC
Energy relative to the best compared isomer or geometry (same formula, charge and spin) ... 19.0 kJ/mol
Highest occupied orbital energy ... -10.762 eV


Entry 7:
This record from the OMol25 dataset describes a cluster of 2 separate species, C7H14N2O in total. The level of theory is ωB97M-V/def2-TZVPD.

```
! RIJCOSX wB97M-V def2-TZVPD def2/J DEFGRID3
* xyz 0 1
C 1.03 0.55 0.04
C -0.71 -1.35 -1.28
C 2.17 0.05 0.90
C -1.63 1.62 -0.45
C 0.00 -1.48 -0.01
C -1.31 0.44 0.40
N 1.34 0.82 -1.34
C -1.45 -0.92 -0.05
O -1.44 0.68 1.73
N 0.52 -2.30 0.84
H -1.49 -0.15 2.21
H 0.69 1.48 0.48
H 1.74 1.75 -1.48
H 1.98 0.13 -1.73
H 0.00 -2.37 1.71
H -0.40 -0.62 -2.01
H -1.03 -2.30 -1.69
H -2.24 -1.54 0.37
H 2.95 0.82 0.96
H 2.62 -0.86 0.50
H 1.84 -0.17 1.91
H -1.09 1.57 -1.40
H -2.71 1.61 -0.68
H -1.39 2.55 0.06
*
```

Summary:
Kohn-Sham gap (alpha / beta) ... 7.720 / 7.719 eV
Energy relative to the best compared isomer or geometry (same formula, charge and spin) ... 520.7 kJ/mol
Highest occupied orbital energy (alpha / beta) ... -7.044 / -7.042 eV


Entry 8:
This record from the OMol25 dataset describes a cluster of 2 separate species, C14H28Cl2F2N3O2 in total. The level of theory is ωB97M-V/def2-TZVPD.

```
! RIJCOSX wB97M-V def2-TZVPD def2/J DEFGRID3
* xyz 1 1
C 5.19 -3.34 0.42
C 4.36 -2.69 -0.84
C 3.04 -3.55 -1.15
Cl 3.13 -4.01 -2.95
N 1.72 -2.85 -0.81
C 0.69 -3.92 -0.59
C -0.85 -3.42 -0.72
C -1.78 -3.85 0.55
Cl -2.85 -2.44 1.12
N 1.81 -1.85 0.15
C 1.11 -0.60 -0.18
O 1.63 0.22 -0.96
F -0.15 -0.26 0.42
C 1.75 -2.25 1.55
O 2.80 -2.17 2.25
F 0.59 -2.68 2.27
H 5.99 -4.07 0.03
H 5.68 -2.44 0.96
H 4.49 -3.92 1.12
H 4.22 -1.56 -0.75
H 5.09 -2.84 -1.74
H 3.10 -4.50 -0.49
H 1.45 -2.38 -1.71
H 0.82 -4.67 -1.48
H 0.87 -4.59 0.34
H -0.96 -2.29 -0.90
H -1.34 -3.93 -1.64
H -1.19 -4.33 1.40
H -2.53 -4.66 0.18
C -0.45 3.68 -1.61
C -1.46 4.51 -0.84
N -2.67 3.78 -0.46
C -3.72 4.65 0.07
C -3.44 5.37 1.39
C -2.47 2.54 0.27
C -1.73 2.62 1.61
H -0.88 3.28 -2.54
H 0.41 4.31 -1.89
H -0.05 2.85 -1.02
H -1.75 5.35 -1.49
H -0.96 4.95 0.03
H -4.65 4.08 0.18
H -3.95 5.41 -0.68
H -3.53 4.70 2.25
H -4.17 6.17 1.54
H -2.45 5.84 1.42
H -1.93 1.84 -0.37
H -3.44 2.05 0.44
H -0.87 3.30 1.57
H -1.35 1.63 1.88
H -2.38 2.94 2.41
*
```

Summary:
Kohn-Sham gap ... 4.709 eV
Highest occupied orbital energy ... -9.799 eV


Entry 9:
This record from the OMol25 dataset describes a structure of composition C33H57MgN4OP2S. The level of theory is ωB97M-V/def2-TZVPD.

```
! RIJCOSX wB97M-V def2-TZVPD def2/J DEFGRID3
* xyz 1 1
C -2.83 -0.16 0.57
C -1.98 -1.13 -1.41
C -4.13 -0.45 0.19
C -3.30 -1.17 -1.94
C -4.37 -0.90 -1.11
H -4.93 -0.23 0.89
H -3.42 -1.49 -2.97
H -5.40 -0.95 -1.49
N -1.78 -0.49 -0.19
P -1.07 1.55 1.99
P 0.62 -2.21 -1.28
C -2.64 0.58 1.90
H -3.48 1.25 2.12
H -2.62 -0.17 2.70
C -0.91 -1.80 -2.09
H -1.03 -2.05 -3.14
C 2.19 -1.76 -2.41
C 0.21 -4.11 -1.12
C -1.58 3.24 1.30
C -0.73 1.66 3.86
C 2.93 -0.51 -1.89
H 3.28 -0.58 -0.85
H 3.81 -0.33 -2.54
H 2.31 0.40 -1.96
C 3.20 -2.91 -2.48
H 3.62 -3.17 -1.50
H 2.77 -3.82 -2.93
H 4.04 -2.59 -3.13
C 1.69 -1.42 -3.81
H 2.56 -1.23 -4.47
H 1.05 -2.20 -4.25
H 1.13 -0.48 -3.74
C 1.29 -4.85 -0.33
H 1.38 -4.45 0.69
H 1.00 -5.91 -0.22
H 2.28 -4.81 -0.80
C -1.13 -4.27 -0.37
H -1.16 -3.71 0.57
H -1.99 -3.96 -0.98
H -1.25 -5.34 -0.14
C 0.06 -4.65 -2.55
H -0.55 -4.00 -3.19
H 1.03 -4.78 -3.03
H -0.45 -5.62 -2.53
C 0.39 2.69 4.10
H 0.66 2.68 5.17
H 1.29 2.44 3.52
H 0.08 3.72 3.86
C -0.21 0.28 4.31
H -0.96 -0.50 4.18
H 0.70 0.00 3.77
H 0.03 0.33 5.38
C -1.96 2.00 4.70
H -2.80 1.31 4.52
H -1.69 1.91 5.77
H -2.31 3.03 4.56
C -2.46 3.03 0.05
H -3.44 2.60 0.30
H -2.62 4.00 -0.45
H -1.96 2.38 -0.68
C -0.28 3.97 0.88
H 0.24 3.42 0.08
H -0.56 4.96 0.49
H 0.41 4.11 1.73
C -2.38 4.10 2.29
H -3.27 3.59 2.67
H -1.77 4.46 3.13
H -2.72 5.00 1.75
Mg 0.29 0.21 0.04
C 0.32 -1.66 1.52
O 0.22 -2.50 2.32
N 0.33 1.66 -1.59
C 0.09 2.36 -2.51
C -0.53 2.42 -3.91
C -0.88 1.03 -4.40
C -1.83 3.17 -3.77
C 0.47 3.03 -4.89
H 0.00 0.43 -4.65
H -1.51 0.48 -3.69
H -1.45 1.11 -5.34
H -1.69 4.12 -3.23
H -2.20 3.38 -4.78
H -2.57 2.53 -3.25
H 0.01 3.10 -5.90
H 0.73 4.03 -4.56
H 1.36 2.38 -4.94
C 3.72 0.57 4.43
N 3.65 -0.54 3.47
C 4.12 -1.82 3.71
C 3.85 -2.57 2.61
N 3.20 -1.73 1.72
C 3.06 -0.47 2.24
S 2.34 0.89 1.50
H 4.02 1.49 3.91
H 2.76 0.73 4.92
H 4.47 0.31 5.19
H 4.61 -2.07 4.64
H 4.06 -3.59 2.37
H 2.85 -1.99 0.80
*
```

Summary:
Kohn-Sham gap ... 6.103 eV
Highest occupied orbital energy ... -8.615 eV


Entry 10:
This record from the OMol25 dataset describes the ion C3H7N2 with charge +1. The level of theory is ωB97M-V/def2-TZVPD.

```
! RIJCOSX wB97M-V def2-TZVPD def2/J DEFGRID3
* xyz 1 1
C -0.36 1.37 -0.05
C 0.26 -0.03 0.05
C -0.38 -1.38 -0.12
N 1.55 -0.04 0.01
N 2.75 0.00 -0.09
H 0.42 2.02 -0.05
H -1.06 1.63 0.69
H -0.73 1.46 -1.07
H -0.43 -1.58 -1.17
H 0.17 -2.17 0.37
H -1.46 -1.37 0.09
H 3.33 -0.18 0.76
*
```

Summary:
Kohn-Sham gap ... 9.988 eV
SMILES ... CC(C)=[N+]=N
Energy relative to the best compared isomer or geometry (same formula, charge and spin) ... 247.6 kJ/mol
Highest occupied orbital energy ... -15.802 eV


Entry 11:
This record from the OMol25 dataset describes a structure of composition C31H21Cl4GdN7O7PSi. The level of theory is ωB97M-V/def2-TZVPD.

```
! RIJCOSX wB97M-V def2-TZVPD def2/J DEFGRID3
* xyz 0 8
Gd 8.61 12.01 10.10
N 12.37 12.03 12.82
C 11.12 11.60 12.61
N 10.82 11.77 11.35
C 11.95 12.31 10.80
N 12.92 12.53 11.67
C 11.99 12.69 9.38
C 13.20 12.96 8.71
N 13.20 13.30 7.43
C 12.03 13.39 6.81
C 10.85 13.07 7.46
N 10.83 12.65 8.72
H 12.86 12.08 13.72
H 10.47 11.24 13.38
H 14.13 12.92 9.23
H 12.04 13.79 5.80
H 9.92 13.12 6.92
O 7.41 10.87 14.23
C 7.72 11.60 13.29
O 7.97 11.13 12.08
C 7.81 13.08 13.58
C 7.31 13.49 14.79
C 7.33 14.81 15.14
C 7.84 15.78 14.32
C 8.37 15.40 13.11
C 8.27 14.04 12.62
O 8.58 13.77 11.37
N 8.94 16.49 12.30
O 8.47 17.60 12.53
O 9.86 16.23 11.53
N 6.82 15.22 16.49
O 6.91 16.39 16.82
O 6.35 14.32 17.16
H 6.84 12.72 15.38
H 7.83 16.80 14.63
Cl 5.99 9.56 9.83
C 6.58 8.30 8.77
C 5.70 7.75 7.85
C 6.15 6.77 7.00
C 7.46 6.33 7.11
C 8.35 6.93 7.99
C 7.93 7.92 8.84
P 9.12 8.86 9.87
C 9.07 8.11 11.53
C 7.89 7.63 12.07
C 7.80 7.34 13.43
C 8.88 7.57 14.26
C 10.06 8.03 13.71
C 10.18 8.33 12.35
C 10.71 8.39 9.16
C 11.46 7.27 9.54
C 12.66 7.02 8.91
C 13.17 7.90 7.97
C 12.39 8.98 7.54
C 11.17 9.18 8.12
H 4.68 8.16 7.86
H 5.45 6.31 6.32
H 7.76 5.50 6.46
H 9.39 6.65 8.01
H 7.05 7.48 11.40
H 6.88 6.99 13.86
H 8.83 7.33 15.32
H 10.95 8.13 14.35
H 11.13 8.68 11.97
H 11.09 6.58 10.31
H 13.26 6.15 9.18
H 14.11 7.69 7.50
H 12.72 9.61 6.77
H 10.54 9.99 7.74
Cl 7.43 15.26 7.93
Si 6.22 13.63 8.56
Cl 7.41 11.98 7.38
Cl 4.66 14.00 7.20
*
```

Summary:
Kohn-Sham gap (alpha / beta) ... 4.383 / 4.783 eV
Energy relative to the best compared isomer or geometry (same formula, charge and spin) ... 615.0 kJ/mol
Highest occupied orbital energy (alpha / beta) ... -5.722 / -8.519 eV


Entry 12:
This record from the OMol25 dataset describes the ion H2NO4P with charge -2. The level of theory is ωB97M-V/def2-TZVPD.

```
! RIJCOSX wB97M-V def2-TZVPD def2/J DEFGRID3
* xyz -2 1
O 1.79 -0.90 0.47
P 0.30 -0.87 0.00
O 0.04 -1.76 -1.22
O -0.76 -0.83 1.12
N 0.06 0.79 -0.69
O -1.02 1.48 0.04
H 0.87 1.41 -0.37
H -1.27 0.68 0.66
*
```

Summary:
Kohn-Sham gap ... 6.789 eV
SMILES ... O=P([O-])([O-])NO
Energy relative to the best compared isomer or geometry (same formula, charge and spin) ... 10.5 kJ/mol
Highest occupied orbital energy ... 0.773 eV


Entry 13:
This record from the OMol25 dataset describes the molecule C4H6O2. The level of theory is ωB97M-V/def2-TZVPD.

```
! RIJCOSX wB97M-V def2-TZVPD def2/J DEFGRID3
* xyz 0 1
C -1.51 0.42 0.07
O -0.58 0.96 -0.90
C 0.27 -0.20 -0.80
C 1.47 0.04 0.07
O 0.70 0.05 1.27
C -0.47 -0.63 0.47
H -2.43 0.11 -0.46
H -1.76 1.11 0.88
H 0.35 -0.72 -1.76
H 2.19 -0.79 -0.01
H 1.95 1.00 -0.03
H -0.18 -1.35 1.21
*
```

Summary:
Kohn-Sham gap ... 10.839 eV
SMILES ... C1O[C@H]2CO[C@@H]12
Energy relative to the best compared isomer or geometry (same formula, charge and spin) ... 415.7 kJ/mol
Highest occupied orbital energy ... -9.755 eV